Molecular formula: C6H6N4O2PdS2
Method: DFT, wB97M-V/def2-TZVPD

Properties
E_tot ... -1525.98083 Ha
E_LUMO ... 4.05 eV
HOMO-LUMO gap ... 3.14 eV

The geometry in ORCA input format:
```
! RIJCOSX wB97M-V def2-TZVPD def2/J DEFGRID3
* xyz -2 1
Pd 1.8828 -0.5158 0.7420
C -3.1704 -0.3723 -4.0095
O -2.2919 -1.4603 -3.7910
C -1.3958 -1.4255 -2.7411
O -0.5256 -2.2508 -2.7025
N -1.6125 -0.4170 -1.8543
N -0.9094 -0.2880 -0.6402
H -3.6067 -0.5299 -4.9939
H -2.6401 0.5813 -3.9923
H -3.9817 -0.3495 -3.2740
H -2.5557 -0.0780 -1.7780
H -0.5887 -1.1926 -0.2976
H -0.0810 0.2964 -0.7578
S 2.7179 1.6190 1.2309
C 2.7460 1.3305 2.9521
C 3.2217 2.4459 3.7225
N 3.6110 3.3623 4.3104
C 2.3721 0.1911 3.6292
S 1.7551 -1.2995 2.9689
C 2.4863 0.1930 5.0616
N 2.5665 0.1598 6.2146
*
```

Atom charges from the Löwdin analysis, given in e for atoms 1 to 6:
1 Pd -0.27
2 C -0.11
3 O -0.05
4 C -0.58
5 O 0.10
6 N -0.02